Record 1
Below is 2 unconnected molecules or ions with the total composition C4H7IN2 at a distorted geometry, with properties calculated with ωB97M-V/def2-TZVPD.

Calculated values
Multiplicity = 3
Kohn-Sham gap (spin up / spin down) = 4.3 / 4.4 eV
Total charge = 0
<S²> = 2.0081
HOMO level (spin up / spin down) = -4.20 / -8.67 eV

Cartesian coordinates (Å):
C (-0.580341, -0.024983, -1.076226)
C (0.935161, 0.871657, 2.320630)
C (-0.428297, -1.569573, -0.854250)
C (0.878865, 1.802863, -0.312485)
N (0.572768, -0.255413, 2.520044)
N (0.524490, 0.781385, -1.014580)
I (-2.352509, 0.747514, 0.164564)
H (-1.002563, 0.086491, -2.109414)
H (-0.296337, -2.194340, -1.756042)
H (0.403838, -1.625768, -0.064170)
H (-1.204586, -2.002553, -0.227411)
H (1.873032, 2.044579, -0.677615)
H (0.328899, 2.480999, 0.314389)
H (0.347579, -1.142859, 2.772567)

Forces on the atoms, in the same order (eV/Å):
4.069 0.236 -2.484
-0.820 -2.520 0.812
1.071 0.434 2.874
2.777 1.895 0.598
1.383 5.092 -1.403
-4.404 -4.594 -1.129
-1.076 0.387 0.653
-0.898 0.156 0.388
0.213 0.750 0.431
-0.475 -0.218 -1.759
-0.758 0.040 -0.493
0.081 1.050 0.700
-0.561 -0.165 0.095
-0.600 -2.543 0.716

Atom charges from the Mulliken analysis, given in e for atoms 1 to 4: -0.304, -0.155, -0.889, -0.774

***

Record 2
Below is a molecular structure, C5H14AgF2N5O10S2 at a distorted geometry, with properties calculated with ωB97M-V/def2-TZVPD.

Calculated values
Multiplicity = 2
Kohn-Sham gap (spin up / spin down) = 8.3 / 7.6 eV
Total charge = -1
<S²> = 0.7593
HOMO level (spin up / spin down) = -5.57 / -5.75 eV

Cartesian coordinates (Å):
Ag (5.581837, 21.069874, 5.249891)
C (6.361253, 21.929119, 2.780046)
O (5.185452, 21.476620, 3.055056)
O (6.678925, 22.481578, 1.722980)
O (7.224339, 21.693999, 3.722455)
N (6.809812, 20.954707, 7.078471)
S (7.354235, 22.251258, 7.957743)
O (8.676778, 22.285700, 8.465372)
O (6.304794, 22.869871, 8.686780)
F (7.470738, 23.190140, 6.664777)
S (7.352966, 19.733997, 7.930997)
O (6.661826, 19.492581, 9.152304)
O (8.774526, 19.595068, 7.864368)
F (6.918315, 18.549906, 6.947415)
C (2.472796, 18.950296, 7.537237)
C (2.468848, 20.097308, 6.549839)
O (3.675730, 20.861504, 6.649914)
H (2.450595, 19.341984, 8.559259)
H (3.314951, 18.270124, 7.444972)
H (1.541282, 18.379556, 7.437305)
H (1.612388, 20.757416, 6.720218)
H (2.404668, 19.732964, 5.525155)
H (3.560787, 21.444597, 7.406530)
C (5.106789, 24.528475, 5.374943)
O (5.018665, 23.329566, 5.400448)
N (5.392556, 25.228689, 4.227410)
N (4.853036, 25.364425, 6.446785)
H (5.457853, 24.707560, 3.370245)
H (5.672644, 26.188692, 4.288245)
H (4.749238, 24.895670, 7.328487)
H (4.562197, 26.308244, 6.286264)
C (4.802222, 18.154212, 3.880957)
O (4.925293, 18.791064, 4.912671)
N (4.819118, 16.779860, 3.854464)
N (4.603221, 18.749878, 2.673839)
H (4.915890, 16.380139, 4.769091)
H (4.904428, 16.258348, 3.005697)
H (4.758191, 19.758516, 2.608311)
H (4.662891, 18.255600, 1.801182)

Forces on the atoms, in the same order (eV/Å):
0.533 -0.203 -0.908
0.541 -0.307 -0.463
-0.544 0.097 -0.098
-0.178 0.100 0.247
-0.122 0.158 0.229
1.412 0.977 2.508
-0.746 2.040 -3.250
0.068 -0.743 0.505
-0.624 -0.049 0.771
0.085 -0.092 0.387
1.191 -2.847 -1.506
-0.172 0.103 0.306
-0.149 0.139 0.668
-0.592 0.498 0.347
-0.777 0.001 0.454
0.469 -0.128 -0.117
-0.878 -0.076 0.241
0.206 -0.016 -0.022
0.152 0.168 -0.236
0.104 -0.060 -0.114
-0.061 -0.072 0.007
0.138 0.023 -0.012
0.437 0.127 -0.015
-0.320 1.624 -0.646
-0.351 -0.141 0.512
-0.272 -0.239 0.287
0.412 -0.856 -0.163
0.276 0.015 -0.071
0.124 -0.078 -0.240
-0.113 0.238 0.179
-0.022 -0.002 0.250
0.053 0.065 -1.323
-0.346 -0.527 0.458
-0.196 0.550 0.666
-0.042 0.302 -0.288
0.199 -0.439 -0.163
0.028 -0.139 0.094
0.064 0.056 0.314
0.014 -0.263 0.204

Atom charges from the Mulliken analysis, given in e for atoms 1 to 4: 1.161, 0.979, -0.880, -0.692

***

Record 3
Below is a molecular structure, C21H23I2IrN2O6PSbSe4 at a distorted geometry, with properties calculated with ωB97M-V/def2-TZVPD.

Calculated values
Multiplicity = 6
Kohn-Sham gap (spin up / spin down) = 4.4 / 4.2 eV
Total charge = -1
<S²> = 8.8347
HOMO level (spin up / spin down) = -2.63 / -4.61 eV

Cartesian coordinates (Å):
Ir (12.941587, 9.835071, 8.866452)
I (12.279973, 4.744578, 8.806429)
C (10.873898, 6.159844, 8.568931)
C (9.475424, 5.936222, 8.529093)
C (8.530244, 6.952611, 8.465426)
I (6.520176, 6.337608, 8.669370)
C (8.922770, 8.279365, 8.371738)
C (8.077271, 9.380108, 8.328887)
C (8.584461, 10.651337, 8.533425)
C (9.939391, 10.839271, 8.837691)
N (10.789131, 9.767575, 8.810099)
C (10.312778, 8.519740, 8.558861)
C (11.286423, 7.528321, 8.520879)
O (12.540087, 7.881560, 8.418359)
H (9.107474, 4.923943, 8.422953)
H (7.016555, 9.284071, 8.081182)
H (7.961994, 11.533096, 8.488856)
H (10.407945, 11.787884, 8.961252)
Se (10.577092, 13.025110, 4.033963)
Sb (12.248084, 12.827799, 5.820410)
Se (11.305485, 14.160652, 7.683612)
Se (12.625200, 10.388377, 6.496044)
Se (14.492370, 13.609121, 5.035211)
O (13.106558, 10.917590, 12.849444)
C (12.963643, 10.664005, 11.647796)
O (12.584830, 9.593018, 10.995377)
C (13.223321, 11.871618, 10.814751)
C (13.560330, 13.128856, 11.457257)
C (14.107394, 14.127859, 10.665866)
C (14.296876, 13.902352, 9.294406)
C (13.909289, 12.711517, 8.729599)
N (13.355443, 11.735866, 9.477998)
H (13.431680, 13.241939, 12.553100)
H (14.367088, 15.077392, 11.112330)
H (14.630743, 14.693018, 8.643476)
H (14.116952, 12.447487, 7.694230)
C (18.192802, 9.922388, 7.256860)
C (17.126368, 11.008293, 7.407842)
O (15.855348, 10.319816, 7.436419)
P (15.107450, 9.314335, 8.438785)
O (15.770429, 9.442418, 9.887547)
C (15.992732, 8.301738, 10.768683)
C (16.502745, 8.913153, 12.079630)
O (15.664626, 7.921230, 7.935936)
C (15.351734, 6.956359, 6.872122)
C (16.208310, 5.725297, 7.282893)
H (19.169718, 10.321181, 6.999828)
H (17.877163, 9.219135, 6.479666)
H (18.310031, 9.417517, 8.204883)
H (17.066042, 11.729224, 6.586324)
H (17.176798, 11.639483, 8.304810)
H (16.683439, 7.661372, 10.245945)
H (15.092427, 7.754150, 10.937360)
H (17.226994, 9.727837, 11.863763)
H (16.918437, 8.125603, 12.709789)
H (15.663070, 9.403990, 12.623048)
H (15.651559, 7.399682, 5.899141)
H (14.288735, 6.759439, 6.862538)
H (17.271327, 6.051568, 7.267630)
H (16.036650, 4.971104, 6.547698)
H (15.925918, 5.409370, 8.267272)

Forces on the atoms, in the same order (eV/Å):
-0.451 -1.784 -2.459
0.549 -0.846 -0.026
-3.083 0.283 -0.341
2.392 -1.479 -0.311
-0.408 -0.713 -0.208
0.515 0.344 -0.194
-0.140 1.029 0.767
-1.083 -0.471 -0.544
2.291 1.807 0.778
-2.072 -1.140 -1.051
0.091 0.284 0.355
-0.234 1.409 0.328
1.168 0.203 -0.240
-0.725 -0.608 0.683
0.193 -0.120 0.420
0.389 -0.259 0.220
-0.099 -0.035 -0.014
0.029 0.647 0.161
-1.044 0.347 -0.931
0.435 1.742 0.269
-0.213 -0.171 -0.667
0.577 -1.109 0.424
-0.192 -0.344 0.241
-0.347 -1.831 -0.515
-0.902 0.215 0.309
1.179 0.950 1.292
1.180 2.795 -0.280
-0.290 -1.410 -0.636
-0.387 -0.496 -0.341
-0.219 0.339 0.523
0.024 -0.542 0.457
0.605 -0.248 0.930
0.082 -0.289 -1.053
0.067 0.072 -0.070
0.293 -0.006 -0.101
-0.032 0.306 0.297
-0.011 0.744 0.004
-0.354 -0.428 0.227
-0.788 0.374 0.505
-0.162 1.485 0.280
0.934 -0.354 -0.092
0.682 1.516 0.136
-0.510 0.480 -0.256
-0.457 -0.667 -0.017
1.060 0.351 0.771
0.056 2.064 -0.970
0.101 0.203 -0.150
0.085 0.119 0.178
-0.074 -0.403 0.205
-0.067 -0.454 -0.178
0.365 -0.448 0.068
0.525 -0.319 0.147
-0.919 -0.239 -0.024
-0.156 -0.776 0.150
0.155 0.186 0.056
0.445 -0.449 -0.382
-0.080 -0.295 0.590
-0.242 -0.047 0.122
-0.629 -0.413 0.071
0.055 -0.831 -0.370
-0.149 -0.267 0.456

Atom charges from the Mulliken analysis, given in e for atoms 1 to 4: 1.154, 0.084, -1.052, -0.262

***

Record 4
Below is a molecular structure, C22H14BeBr2N2O, with properties calculated with ωB97M-V/def2-TZVPD.

Calculated values
Kohn-Sham gap = 6.8 eV
Total charge = 0
HOMO level = -7.86 eV

Cartesian coordinates (Å):
Be (-0.096667, 0.151126, 0.132584)
Br (-7.012820, 0.407660, -0.727109)
C (-5.139011, 0.655266, -0.604958)
C (-4.622665, 1.948638, -0.418521)
C (-3.272358, 2.155817, -0.337203)
C (-2.350121, 1.082948, -0.406156)
O (-1.078177, 1.329744, -0.330278)
C (-2.897572, -0.221601, -0.604014)
C (-2.033137, -1.331566, -0.865656)
N (-0.769323, -1.239452, -0.650909)
C (0.232999, -2.114120, -1.092703)
C (0.152735, -3.417124, -1.488646)
C (1.322155, -4.085460, -1.925892)
C (2.533847, -3.455850, -1.968113)
C (2.643837, -2.102479, -1.559119)
C (3.839528, -1.346028, -1.561816)
C (3.820842, -0.049555, -1.138809)
C (2.608964, 0.515067, -0.688946)
N (1.483922, -0.153075, -0.681384)
C (1.490307, -1.451243, -1.116498)
C (-4.291650, -0.406224, -0.713778)
H (-5.304746, 2.785276, -0.342243)
H (-2.868170, 3.149535, -0.197730)
H (-2.459918, -2.228455, -1.318079)
H (-0.791943, -3.945320, -1.464000)
H (1.247262, -5.120304, -2.232476)
H (3.418033, -3.980913, -2.306599)
H (4.760891, -1.805580, -1.898981)
H (4.718941, 0.551211, -1.128955)
H (2.572218, 1.531872, -0.316979)
H (-4.681090, -1.402883, -0.883833)
Br (0.593552, -0.459023, 6.551028)
C (0.401211, -0.290951, 4.666587)
C (0.105816, -1.409552, 3.910574)
C (-0.033974, -1.264821, 2.532792)
C (0.106020, -0.039220, 1.870766)
C (0.402517, 1.055549, 2.696237)
C (0.553203, 0.950952, 4.074654)
H (-0.014429, -2.372876, 4.388951)
H (-0.266938, -2.162306, 1.962206)
H (0.506770, 2.046604, 2.259471)
H (0.778837, 1.818014, 4.681734)

Forces on the atoms, in the same order (eV/Å):
-0.258 0.124 0.088
-0.012 -0.002 0.000
0.004 0.081 0.010
-0.029 -0.012 0.000
0.001 0.010 0.003
0.104 0.029 -0.028
0.000 -0.102 -0.008
-0.015 -0.077 -0.017
-0.025 0.007 -0.056
0.130 -0.123 0.024
-0.099 0.200 0.033
0.013 -0.143 -0.033
-0.068 0.017 0.022
0.021 0.044 0.008
0.066 -0.046 -0.032
0.037 -0.071 -0.030
-0.023 0.066 0.034
0.029 -0.017 -0.009
0.125 -0.138 -0.104
-0.104 0.199 0.086
0.054 -0.039 0.004
0.003 -0.003 -0.001
-0.011 -0.003 -0.002
-0.014 0.011 -0.016
0.017 -0.009 -0.003
-0.011 0.005 0.004
-0.007 0.007 0.004
-0.010 0.000 0.001
-0.006 -0.002 0.004
0.005 -0.010 -0.009
0.006 0.005 0.002
0.008 -0.004 0.029
0.002 0.017 -0.003
0.000 0.009 -0.058
0.035 -0.023 0.017
0.078 0.022 0.059
-0.023 0.010 0.023
-0.001 -0.027 -0.038
-0.003 0.001 -0.004
-0.006 0.011 0.009
-0.009 -0.027 -0.007
-0.003 0.000 -0.003

Atom charges from the Mulliken analysis, given in e for atoms 1 to 4: -0.309, -0.217, -0.194, -0.340

***

Electronic energy (eV)
-15334.090; -64445.154; -333669.260; -168558.728